2 unconnected molecules or ions with the total composition C5H9ClN4O2 at a distorted geometry. Source: OMol25; level of theory: ωB97M-V/def2-TZVPD.

Its net charge is +2. The highest occupied orbital energy is -16.6068 eV. The value obtained for the LUMO energy is -8.9 eV. For the frontier orbital gap, the calculation gives 7.7 eV. As for the total energy: -27886.4053 eV.

XYZ file:
```
21
C5H9ClN4O2 | OMol25 | ωB97M-V/def2-TZVPD
C -0.927 -0.174 0.193
C -0.544 2.083 0.822
C 2.617 0.377 -0.456
C -2.337 -0.547 -0.009
C -0.892 1.711 -1.539
N -0.026 -0.940 0.562
N -0.684 1.318 -0.145
N 1.211 -0.898 0.956
N 1.673 -2.284 1.135
O -0.366 2.682 1.767
O 1.881 0.656 -1.299
Cl 4.017 0.430 0.269
H -2.626 -0.475 -1.057
H -2.999 0.108 0.559
H -2.503 -1.571 0.316
H -0.333 2.615 -1.764
H -0.540 0.902 -2.176
H -1.950 1.892 -1.733
H 2.261 -2.319 1.984
H 2.213 -2.660 0.337
H 0.853 -2.906 1.278
```